Entry P
C3H4N2O | the ωB97M-V functional and the def2-TZVPD basis

HOMO level in eV: -10.15
Net charge: 0
Gap between HOMO and LUMO in hartree: 0.3857

Each line ends with the Mulliken charge.
Positions of all 10 atoms, in Å:
O 0.18059 -2.78417 -0.41811  -0.21
N -0.80616 -0.31036 0.91643  -0.52
N 0.04098 1.30186 -0.52692  -0.46
C -0.87194 0.86988 0.44246  0.14
C 0.21912 -1.73523 -0.85533  0.17
C 1.17698 0.73036 -0.54028  -0.40
H -1.61144 -0.56195 1.48346  0.19
H -1.68974 1.57100 0.63082  0.39
H 1.81492 0.82517 -1.41853  0.30
H 1.55145 0.12638 0.29388  0.39

Entry Q
C3H4N2O | the ωB97M-V functional and the def2-TZVPD basis

HOMO level in eV: -8.58
Net charge: 0
Gap between HOMO and LUMO in hartree: 0.3459

Each line ends with the Mulliken charge.
Positions of all 10 atoms, in Å:
O -0.34473 -0.97139 -0.62436  -0.36
N 1.86512 -0.03436 -0.17173  -0.57
N -1.58749 0.45500 0.51681  -0.50
C -0.38032 1.09888 0.32606  -0.42
C -1.53143 -0.66535 -0.10381  0.08
C 0.50490 0.21835 -0.18821  0.47
H -2.42016 -1.26982 -0.25676  0.38
H -0.40954 2.17826 0.40131  0.37
H 2.00028 -0.91198 -0.65600  0.30
H 2.30337 -0.09758 0.75668  0.26

Which structure wins on stability? entry Q wins.

Entry P
C3H4N2O | the ωB97M-V functional and the def2-TZVPD basis

HOMO level in eV: -8.90
Net charge: 0
Gap between HOMO and LUMO in hartree: 0.3519

Each line ends with the Mulliken charge.
Positions of all 10 atoms, in Å:
O 1.49327 -1.40251 0.04709  -0.53
N -0.31131 1.55425 -0.56091  -0.70
N 0.81313 0.78869 -0.52732  0.19
C -1.25115 0.78992 -0.04234  -0.23
C -0.74746 -0.45427 0.40161  -0.47
C 0.56736 -0.42299 0.01522  0.42
H 0.98410 -2.22407 -0.02301  0.34
H -2.28438 1.11366 -0.07271  0.41
H -0.97873 -0.98379 1.30819  0.29
H 1.71517 1.24112 -0.54581  0.28

Entry Q
C3H4N2O | the ωB97M-V functional and the def2-TZVPD basis

HOMO level in eV: -8.74
Net charge: 0
Gap between HOMO and LUMO in hartree: 0.2805

Each line ends with the Mulliken charge.
Positions of all 10 atoms, in Å:
O 1.06529 -1.36857 -0.26566  -0.46
N -1.14737 0.74414 -0.48364  -0.41
N -1.05396 -0.38550 0.11840  0.19
C 0.01279 1.42580 -0.28029  -0.13
C 0.96622 0.78577 0.52769  -0.58
C 0.33153 -0.57914 0.64082  0.03
H 0.30432 -1.10187 1.59849  0.34
H 0.10228 2.38917 -0.76529  0.41
H -1.77645 -1.07839 -0.02737  0.23
H 1.19535 -0.83142 -1.06314  0.38

Entry R
C3H4N2O | the ωB97M-V functional and the def2-TZVPD basis

HOMO level in eV: -9.48
Net charge: 0
Gap between HOMO and LUMO in hartree: 0.3802

Each line ends with the Mulliken charge.
Positions of all 10 atoms, in Å:
O 0.53808 1.11542 -2.33091  -0.55
N -0.67647 -1.38894 -0.28219  -0.56
N -0.42582 -0.82786 -1.49220  0.14
C 0.21837 0.70514 0.18297  -0.34
C 0.11902 0.40922 -1.47349  0.28
C -0.18963 -0.62873 0.59985  -0.14
H -0.68256 1.31799 0.20588  0.27
H 1.26198 0.97436 0.51991  0.30
H -0.65401 -1.49225 -2.32966  0.29
H -0.36170 -0.90049 1.71059  0.31

Which structure wins on stability? entry P wins.

Entry P
C3H4N2O | the ωB97M-V functional and the def2-TZVPD basis

HOMO level (spin up / spin down) in eV: -7.52 / -7.52
Net charge: 0
Gap between HOMO and LUMO (spin up / spin down) in hartree: 0.2796 / 0.2795

Each line ends with the Mulliken charge.
Positions of all 10 atoms, in Å:
O -1.66759 -0.05884 1.23097  -0.45
N 1.07590 -1.35451 -0.19869  -0.53
N -0.28470 -0.73633 -0.70345  0.06
C -1.01863 0.20033 0.04939  -0.10
C 0.29714 0.72683 -0.18224  -0.43
C 1.49040 -0.19084 0.11910  0.07
H -0.46207 -1.05283 -1.64867  0.25
H -2.33367 0.64835 1.23363  0.39
H 2.45264 0.03494 0.55503  0.39
H 0.45058 1.78289 -0.45507  0.34

Entry Q
C3H4N2O | the ωB97M-V functional and the def2-TZVPD basis

HOMO level in eV: -9.03
Net charge: 0
Gap between HOMO and LUMO in hartree: 0.3516

Each line ends with the Mulliken charge.
Positions of all 10 atoms, in Å:
O -2.13086 0.18201 0.40456  -0.50
N -0.28764 -1.02511 -0.54935  -0.02
N 1.05203 -1.08172 -0.55936  -0.53
C 1.59324 -0.06098 -0.01018  -0.06
C -0.76945 0.24882 0.30954  0.38
C 0.36871 0.94817 0.59290  -0.53
H -0.58537 -2.01011 -0.40926  0.27
H 2.70483 0.00431 -0.20854  0.35
H 0.70293 1.89153 1.06055  0.31
H -2.64872 0.87788 0.83936  0.34

Entry R
C3H4N2O | the ωB97M-V functional and the def2-TZVPD basis

HOMO level in eV: -8.12
Net charge: 0
Gap between HOMO and LUMO in hartree: 0.3049

Each line ends with the Mulliken charge.
Positions of all 10 atoms, in Å:
O 1.27838 1.97141 -2.29139  -0.35
N 0.35526 -0.50286 1.17061  -0.07
N 1.23592 0.60477 0.80462  -0.39
C -0.38068 -0.41500 0.03247  -0.08
C 0.55538 1.30920 -1.59777  -0.22
C 0.40963 0.67424 -0.35622  0.21
H 0.47687 -1.27293 1.74037  0.20
H -1.33956 0.83845 -2.13371  -0.02
H -1.29347 -0.95038 -0.08892  0.43
H 1.26233 1.40956 1.45912  0.29

Which structure wins on stability? entry Q wins.

Entry P
C3H4N2O | the ωB97M-V functional and the def2-TZVPD basis

HOMO level in eV: -7.82
Net charge: 0
Gap between HOMO and LUMO in hartree: 0.3068

Each line ends with the Mulliken charge.
Positions of all 10 atoms, in Å:
O -0.35765 1.26614 -0.72216  -0.34
N -0.53243 -0.65161 0.51721  -0.05
N 1.68733 1.10800 -2.07216  -0.42
C -1.09087 0.11358 -0.42263  -0.30
C 0.48563 -0.41784 1.31887  -0.52
C 0.74302 1.10443 -1.39900  0.51
H -1.63340 -0.34678 -1.22995  0.35
H -0.99666 -1.54877 0.63034  0.25
H 0.94303 0.55622 1.35996  0.25
H 0.75201 -1.18339 2.01952  0.26

Entry Q
C3H4N2O | the ωB97M-V functional and the def2-TZVPD basis

HOMO level in eV: -10.66
Net charge: 0
Gap between HOMO and LUMO in hartree: 0.4235

Each line ends with the Mulliken charge.
Positions of all 10 atoms, in Å:
O -0.34394 2.37009 -0.02129  -0.34
N -1.04178 1.06251 -0.46274  -0.37
N 0.30931 0.63647 1.60023  -0.59
C 0.12127 -1.89626 -1.25670  -0.60
C 0.33980 -1.69063 -0.09030  -0.22
C -0.19600 1.21972 0.61963  0.81
H 0.83989 1.25196 2.20878  0.23
H 0.51914 -1.46573 0.94044  0.46
H -0.03534 -2.23627 -2.25472  0.36
H -0.51235 0.74814 -1.28334  0.26

Which structure wins on stability? entry P wins.